{"formula": "C50H51N5O3S3Se2V", "method": "the ωB97M-V functional and the def2-TZVPD basis", "species": ["V", "C", "C", "C", "C", "C", "C", "C", "S", "O", "C", "C", "C", "C", "C", "C", "C", "C", "C", "C", "C", "C", "C", "C", "C", "C", "C", "C", "C", "C", "S", "O", "C", "C", "C", "C", "C", "C", "C", "H", "H", "H", "H", "H", "H", "H", "H", "H", "H", "H", "H", "H", "H", "H", "H", "H", "H", "H", "H", "H", "H", "H", "H", "H", "H", "Se", "N", "C", "C", "C", "C", "N", "C", "N", "H", "H", "H", "C", "N", "C", "C", "N", "C", "C", "Se", "H", "H", "H", "H", "H", "H", "H", "H", "C", "C", "C", "S", "O", "C", "C", "C", "H", "H", "H", "H", "H", "H", "H", "H", "H", "H", "H", "H", "H", "H"], "coordinates": [[0.0146, -0.6177, -0.2943], [2.1295, 0.4136, -5.9201], [1.7376, 0.6179, -4.4922], [0.3966, 0.7537, -4.1261], [0.0327, 1.0067, -2.8153], [1.0198, 1.0532, -1.8239], [2.3617, 0.9099, -2.1743], [2.7135, 0.7142, -3.4926], [0.6695, 1.5903, -0.1104], [1.9468, 1.5176, 0.6091], [0.3578, 3.2833, -0.6203], [1.5240, 3.9001, -1.1152], [1.4358, 5.1296, -1.6863], [0.1704, 5.7246, -1.9003], [0.0585, 6.9498, -2.5928], [-1.1672, 7.4939, -2.8558], [-2.3325, 6.8173, -2.4548], [-2.2550, 5.6453, -1.7529], [-1.0020, 5.0826, -1.4146], [-0.8837, 3.8727, -0.6349], [-2.0953, 3.4995, 0.1470], [-2.6409, 4.5462, 0.9752], [-1.8404, 5.6205, 1.4294], [-2.3699, 6.6046, 2.2191], [-3.7244, 6.5694, 2.5936], [-4.5176, 5.5276, 2.1995], [-3.9963, 4.4895, 1.3978], [-4.8005, 3.4016, 0.9845], [-4.2282, 2.3322, 0.3705], [-2.8622, 2.3572, 0.0248], [-2.2229, 0.6992, -0.3218], [-3.1346, 0.0375, -1.2777], [-2.6977, 0.1309, 1.3207], [-1.9451, 0.5229, 2.4224], [-2.2921, 0.0526, 3.6770], [-3.3852, -0.8004, 3.8491], [-3.7346, -1.3274, 5.2085], [-4.1394, -1.1484, 2.7281], [-3.7984, -0.6927, 1.4645], [1.3021, 0.6252, -6.5934], [2.4496, -0.6175, -6.0855], [2.9721, 1.0534, -6.1813], [-0.3693, 0.7087, -4.8911], [-1.0067, 1.2161, -2.5927], [3.1173, 1.0075, -1.4039], [3.7598, 0.6641, -3.7675], [2.4767, 3.4034, -0.9914], [2.3305, 5.6403, -2.0172], [0.9647, 7.4402, -2.9247], [-1.2462, 8.4333, -3.3854], [-3.3013, 7.2279, -2.7051], [-3.1680, 5.1359, -1.4782], [-0.7890, 5.6460, 1.1776], [-1.7395, 7.4142, 2.5608], [-4.1314, 7.3643, 3.2034], [-5.5546, 5.4785, 2.5056], [-5.8616, 3.4094, 1.1963], [-4.8131, 1.4617, 0.1033], [-1.1209, 1.2193, 2.3072], [-1.7210, 0.3655, 4.5427], [-3.6202, -0.5600, 5.9728], [-3.0691, -2.1516, 5.4755], [-4.7570, -1.6975, 5.2397], [-5.0084, -1.7843, 2.8431], [-4.3837, -0.9666, 0.5937], [-1.9333, -1.9742, -3.1502], [-2.8905, -3.1649, -2.3551], [-2.5545, -3.2469, -1.0713], [-3.0427, -4.0770, -0.0363], [-2.5027, -3.8929, 1.2139], [-1.5240, -2.9124, 1.4728], [-1.0278, -2.1388, 0.5216], [-1.5156, -2.3466, -0.7134], [-0.9890, -1.6103, -1.6893], [-3.8127, -4.8116, -0.2311], [-2.8456, -4.5097, 2.0326], [-1.1517, -2.7700, 2.4793], [2.3778, -6.4086, -3.0625], [2.3392, -6.8869, -1.6948], [2.9375, -8.0354, -1.2274], [2.6542, -8.1270, 0.0893], [1.8828, -7.0326, 0.4167], [1.3500, -6.7529, 1.7318], [1.6973, -6.2715, -0.6830], [0.7563, -4.6727, -0.7902], [2.7431, -7.2009, -3.7096], [3.0347, -5.5434, -3.1449], [1.3784, -6.1163, -3.3762], [3.5047, -8.6929, -1.8619], [2.9296, -8.8760, 0.8103], [1.1875, -7.6877, 2.2625], [0.4049, -6.2260, 1.6282], [2.0426, -6.1356, 2.3056], [6.3733, -0.0440, 0.1373], [4.9581, -0.3896, 0.6091], [4.3679, -1.4707, -0.2876], [2.8144, -2.2953, 0.1986], [1.7155, -1.2687, -0.1675], [2.9360, -2.3447, 2.0129], [2.6082, -1.0501, 2.7580], [1.1561, -0.9950, 3.2201], [6.7687, 0.7824, 0.7244], [6.3860, 0.2415, -0.9154], [7.0375, -0.8988, 0.2670], [4.3298, 0.5028, 0.5986], [5.0208, -0.7472, 1.6367], [5.0686, -2.3048, -0.3861], [4.1576, -1.0966, -1.2918], [3.9553, -2.6903, 2.1933], [2.2491, -3.1459, 2.2946], [2.8038, -0.1809, 2.1348], [3.2610, -0.9789, 3.6288], [0.4770, -1.0989, 2.3699], [0.9654, -0.0385, 3.7051], [0.9450, -1.7849, 3.9431]], "mulliken_charge": [0.0631, -1.6656, 0.8094, -1.0941, -0.7932, 0.7584, -0.9618, -0.9002, 1.2560, -0.6281, 0.8493, -1.1614, -1.1220, 0.8346, -1.0055, -0.7831, -0.8454, -0.6143, 0.6370, 0.4900, 0.3497, 0.4876, -0.7666, -0.8171, -0.7250, -1.1122, 1.0007, -1.2122, -1.0850, 0.1302, 2.2707, -0.7987, 0.6708, -0.9550, -1.0203, 0.9108, -1.5832, -1.2011, -0.5587, 0.4062, 0.3277, 0.4211, 0.6191, 0.8180, 1.0786, 0.5986, 0.5266, 0.4872, 0.4874, 0.4308, 0.4889, 0.4627, 0.4886, 0.4729, 0.4371, 0.5075, 0.5267, 0.5730, 0.6290, 0.5980, 0.4076, 0.2924, 0.4092, 0.4493, 0.6229, 0.4667, -0.7264, 0.0286, -0.7989, -1.3545, -0.2594, 1.8659, -0.3114, 0.4061, 0.6379, 0.6256, 0.5662, -0.8484, 0.2039, -0.4240, -0.4486, 0.2274, -0.7984, -0.1237, -0.3685, 0.3206, 0.2724, 0.3386, 0.4460, 0.4867, 0.3619, 0.2624, 0.2493, -1.5626, 0.3573, -0.8465, 0.5511, -0.9508, -1.0002, -0.2843, -0.9430, 0.4100, 0.3592, 0.3928, -0.0840, 0.2414, 0.6436, 0.3785, 0.7722, 0.3762, -0.0408, 0.5539, -0.3380, 0.4723, 0.5622], "charge": 3, "homo_energy_ev": [-13.9, -13.9], "orbital_gap_ev": [4.56, 4.60], "relative_energy_kj_mol": 35.1, "s2": 2.026, "multiplicity": 3}